(1)
{
  "formula": "C22H22N4O4S2",
  "method": "the ωB97M-V functional and the def2-TZVPD basis",
  "species": ["C", "C", "N", "C", "O", "C", "C", "C", "O", "N", "C", "C", "C", "C", "C", "S", "C", "C", "O", "N", "C", "C", "C", "O", "C", "N", "C", "C", "C", "C", "C", "S", "H", "H", "H", "H", "H", "H", "H", "H", "H", "H", "H", "H", "H", "H", "H", "H", "H", "H", "H", "H", "H", "H"],
  "positions_angstrom": [[1.642097, 4.795312, 1.765236], [1.070250, 4.313165, 0.437910], [0.939387, 2.868261, 0.419248], [1.959204, 2.032504, -0.002468], [3.023262, 2.414183, -0.407540], [1.466781, 0.608348, 0.113676], [0.038083, 0.723245, 0.644418], [-0.191573, 2.216888, 0.845422], [-1.178805, 2.745394, 1.281383], [-0.797175, 0.250677, -0.473818], [-2.056599, -0.405691, -0.181407], [-3.057699, -0.044399, -1.225163], [-4.297120, 0.487987, -1.054081], [-4.970482, 0.712462, -2.275694], [-4.228829, 0.348308, -3.351139], [-2.691326, -0.275976, -2.901107], [-1.730733, -1.944272, -0.199390], [-1.869785, -2.519597, 1.185893], [-2.874854, -2.819322, 1.770141], [-0.597011, -2.602940, 1.719082], [-0.342607, -2.983700, 3.096370], [-0.230367, -1.761140, 3.999235], [0.403421, -2.229695, 0.851944], [1.562654, -2.152146, 1.172040], [-0.235749, -1.980616, -0.521708], [-0.031984, -0.695538, -1.191952], [1.267767, -0.051203, -1.290803], [2.381365, -0.871022, -1.831037], [2.959048, -0.670406, -3.050768], [4.007783, -1.570590, -3.328197], [4.213741, -2.444206, -2.311833], [3.138640, -2.188347, -0.998688], [2.627004, 4.364181, 1.928361], [1.731860, 5.877659, 1.754198], [0.986852, 4.506879, 2.583795], [0.074448, 4.731041, 0.275265], [1.733242, 4.588460, -0.385238], [2.138429, 0.009046, 0.729278], [-0.149175, 0.186149, 1.583731], [-2.438095, -0.083301, 0.792534], [-4.715267, 0.711887, -0.089525], [-5.960010, 1.126865, -2.343278], [-4.487070, 0.408967, -4.389597], [-2.369277, -2.458486, -0.915593], [-1.177425, -3.615191, 3.407471], [0.588183, -3.555122, 3.113757], [-0.075337, -2.079175, 5.025999], [-1.142702, -1.169647, 3.953718], [0.614168, -1.144640, 3.698222], [0.067942, -2.782454, -1.199509], [1.101135, 0.760721, -2.014047], [2.643725, 0.102756, -3.728089], [4.578161, -1.560927, -4.239348], [4.938402, -3.231583, -2.247284]],
  "forces_ev_per_a": [[-0.081, -0.095, -0.179], [0.048, 0.227, 0.079], [0.048, 0.408, -0.089], [-0.177, -0.230, 0.091], [0.221, 0.039, -0.077], [0.088, -0.142, -0.131], [0.019, -0.032, 0.341], [0.075, -0.395, 0.022], [-0.228, 0.071, 0.095], [0.134, 0.587, 0.225], [-0.292, -0.092, -0.094], [-0.107, -0.014, -0.236], [0.345, -0.185, 0.131], [-0.092, 0.023, -0.309], [0.200, -0.129, 0.033], [-0.346, 0.186, 0.206], [-0.081, 0.052, -0.036], [0.050, -0.039, -0.320], [-0.184, -0.010, 0.096], [0.158, -0.192, 0.297], [0.040, 0.021, 0.264], [-0.008, -0.156, -0.163], [-0.267, -0.077, 0.050], [0.009, 0.047, 0.241], [0.005, -0.078, -0.191], [-0.022, -0.375, -0.388], [0.059, 0.370, 0.027], [0.094, -0.243, 0.031], [-0.212, 0.009, 0.248], [0.197, -0.157, -0.070], [-0.229, 0.060, 0.233], [0.437, 0.052, -0.597], [0.090, -0.004, 0.031], [0.030, 0.120, 0.050], [-0.044, 0.007, 0.085], [0.117, -0.053, -0.059], [-0.137, -0.033, 0.042], [-0.103, 0.170, -0.026], [0.079, 0.119, -0.011], [0.074, 0.005, -0.103], [-0.035, 0.040, 0.234], [-0.169, 0.080, -0.057], [-0.101, 0.046, -0.210], [0.060, -0.013, 0.118], [0.139, 0.011, -0.063], [-0.138, -0.004, -0.016], [0.017, 0.018, 0.128], [-0.070, 0.055, 0.026], [0.058, 0.065, 0.001], [-0.042, -0.007, 0.126], [0.086, -0.143, 0.141], [-0.110, 0.194, -0.084], [0.122, -0.019, -0.147], [0.174, -0.162, -0.033]],
  "mulliken_charge": [-1.1221, -0.6509, 0.2238, -0.2772, -0.6342, 0.2553, 1.0658, -0.1542, -0.6506, -0.0598, 0.1984, -0.4041, -0.8923, -0.3700, -0.6061, -0.0483, 0.2782, -0.2637, -0.6270, 0.1573, -0.6873, -1.0510, 0.1804, -0.6716, -0.1961, 0.0471, -0.0394, -0.1882, -0.7164, -0.5213, -0.5381, 0.0434, 0.3084, 0.3922, 0.3004, 0.3743, 0.3718, 0.6242, -0.2497, 0.6471, 0.4599, 0.4095, 0.4479, 0.5759, 0.4310, 0.3362, 0.4264, 0.3007, 0.2447, 0.6103, 0.5908, 0.4563, 0.4164, 0.4458],
  "smiles": "CCN1C(=O)[C@H]2[C@@H](C1=O)N1[C@@H](c3cccs3)[C@@H]3C(=O)N(CC)C(=O)[C@@H]3N1[C@@H]2c1cccs1",
  "homo_ev": -8.71,
  "homo_lumo_gap_ev": 9.3,
  "charge": 0
}

(2)
{
  "formula": "C22H22NO3",
  "method": "the ωB97M-V functional and the def2-TZVPD basis",
  "species": ["C", "O", "C", "C", "C", "C", "C", "O", "C", "C", "C", "O", "C", "C", "C", "C", "C", "C", "N", "C", "C", "C", "C", "C", "C", "C", "H", "H", "H", "H", "H", "H", "H", "H", "H", "H", "H", "H", "H", "H", "H", "H", "H", "H", "H", "H", "H", "H"],
  "positions_angstrom": [[5.558037, -0.970903, -2.332045], [4.923058, 0.285461, -2.261205], [3.547947, 0.248918, -2.148754], [2.903877, 1.514063, -1.978822], [1.555912, 1.579388, -1.652467], [0.802941, 0.394127, -1.391858], [-0.567627, 0.490606, -0.908768], [-1.423158, -0.450633, -1.359002], [-2.752383, -0.293505, -2.009651], [-0.444777, 0.114822, 0.818473], [-1.941947, 0.216280, 1.013819], [-2.649830, 1.276146, 0.873348], [-2.778355, -1.045271, 1.284383], [-4.148553, -0.964863, 0.935437], [-5.000637, -2.105515, 0.859848], [-4.495372, -3.348675, 1.261658], [-3.192458, -3.437044, 1.734520], [-2.345026, -2.301427, 1.775067], [0.243171, 1.156311, 1.572876], [-0.132165, 2.473415, 1.397695], [0.690547, 3.518298, 1.770241], [1.884041, 3.282574, 2.461746], [2.158041, 1.966892, 2.816369], [1.328261, 0.921265, 2.427026], [1.382741, -0.832336, -1.790541], [2.733306, -0.914781, -2.133937], [6.630556, -0.788447, -2.365592], [5.311759, -1.573029, -1.437446], [5.249437, -1.518687, -3.242252], [3.553982, 2.405972, -2.064558], [1.118952, 2.566587, -1.541073], [-0.933878, 1.556508, -0.655769], [-3.216114, -1.267781, -1.897784], [-3.398290, 0.490869, -1.527063], [-2.627426, -0.087825, -3.101248], [-0.010691, -0.895301, 1.065817], [-4.612259, -0.004287, 0.659025], [-6.039953, -2.017702, 0.511194], [-5.128872, -4.237998, 1.225458], [-2.795617, -4.389109, 2.112218], [-1.342306, -2.326333, 2.184750], [-1.066740, 2.621912, 0.867464], [0.379069, 4.515886, 1.492043], [2.540380, 4.121999, 2.729931], [3.047058, 1.762304, 3.393185], [1.530507, -0.102358, 2.703094], [0.773701, -1.735295, -1.786181], [3.197132, -1.871519, -2.360647]],
  "forces_ev_per_a": [[0.001, -0.752, -0.071], [-1.652, 0.087, -0.092], [-0.632, 0.702, 0.459], [0.999, -0.701, -0.082], [0.299, -0.804, 0.631], [1.632, 0.587, -2.392], [0.074, 1.234, 3.176], [-1.428, -0.724, -0.986], [0.638, 1.022, -0.071], [-1.220, -0.096, -0.221], [-4.419, 0.853, 1.257], [3.485, -2.848, 0.317], [-0.705, -0.392, -0.204], [-1.114, -0.434, -0.633], [1.059, 0.649, 0.495], [-0.157, 0.327, -0.195], [1.108, 0.529, 0.561], [-0.407, 0.484, -0.700], [1.331, 1.593, 1.360], [0.702, -0.902, -0.574], [0.181, -0.094, 0.417], [-0.745, 0.185, -0.417], [-0.234, -0.254, 0.061], [-0.693, 0.688, -1.596], [-0.023, 0.616, 0.581], [0.854, 0.616, -0.020], [-0.119, 0.031, -0.004], [0.164, 0.151, -0.361], [0.195, 0.178, 0.368], [-0.679, -0.527, -0.018], [-0.175, -0.124, 0.094], [0.247, -1.521, -1.639], [0.049, 0.005, 0.124], [0.894, -0.663, -0.331], [0.090, 0.002, 0.954], [-0.503, 1.163, -0.503], [0.602, -0.497, 0.081], [0.625, 0.103, 0.249], [0.252, 0.277, -0.009], [-0.263, 0.468, -0.208], [0.043, -0.549, -0.057], [0.176, 0.005, 0.172], [0.003, 0.004, 0.134], [-0.258, -0.585, -0.126], [-0.074, -0.275, 0.117], [-0.038, -0.091, -0.222], [0.159, 0.165, 0.079], [-0.322, 0.110, 0.044]],
  "mulliken_charge": [-0.7962, -0.4096, 0.7113, -0.6924, -0.2925, 0.3766, 0.0045, -0.3287, -0.7476, -1.0846, 0.5155, -0.6546, 0.3405, -0.2440, -0.6867, -0.2755, -0.7930, -0.1473, 0.6161, -0.0537, -0.8471, -0.2793, -0.6725, 0.0776, -0.7681, -0.4031, 0.2355, 0.3518, 0.3189, 0.3974, 0.4647, 0.3338, 0.2750, 0.3180, 0.3111, 0.4046, 0.3946, 0.3839, 0.4072, 0.3630, 0.3907, 0.6014, 0.4321, 0.4411, 0.4288, 0.4086, 0.4871, 0.3855],
  "smiles": "COc1ccc([C@@H](OC)[C@H](C(=O)c2ccccc2)[n+]2ccccc2)cc1",
  "homo_ev": -11.11,
  "homo_lumo_gap_ev": 6.9,
  "charge": 1
}

Energy values, unit eV, following the record order: -58993.032; -30794.445.
ΔE to the lowest compared entry with this formula, charge and spin values, unit kcal/mol, following the record order: 3.41; 68.89.